{
  "formula": "C20H25N5O2",
  "method": "the ωB97M-V functional and the def2-TZVPD basis",
  "species": ["O", "O", "N", "N", "N", "N", "N", "C", "C", "C", "C", "C", "C", "C", "C", "C", "C", "C", "C", "C", "C", "C", "C", "C", "C", "C", "C", "H", "H", "H", "H", "H", "H", "H", "H", "H", "H", "H", "H", "H", "H", "H", "H", "H", "H", "H", "H", "H", "H", "H", "H", "H"],
  "xyz": [[-0.8342, -1.1345, 0.6182], [-1.9452, 2.1861, -0.6763], [-2.6137, 1.3682, 1.3075], [-4.4866, -1.1298, 1.0512], [1.3723, 1.3488, -0.8680], [-3.5557, -1.7054, -1.4924], [-0.5991, -0.5331, -1.5260], [3.6663, 0.8107, -0.0558], [-4.0890, -0.1649, 0.2310], [-2.3399, 0.7060, 2.5668], [-3.6624, -0.4588, -1.0629], [-1.6613, 1.7952, 0.4459], [-4.4215, -2.3738, 0.6049], [6.3410, -2.3852, 1.0287], [-0.0546, 0.3648, -2.5140], [4.6762, -0.6027, 1.6172], [-0.3387, -0.3996, -0.2226], [-3.9201, -2.6665, -0.6548], [4.4276, 0.1618, -1.0204], [3.8116, 0.4190, 1.2702], [-3.9680, 1.2252, 0.7887], [1.3914, 0.6338, -2.1202], [0.6156, 0.7192, 0.1989], [2.6647, 1.8707, -0.4426], [5.4243, -1.2621, 0.6504], [-0.2241, 1.8071, 0.9364], [5.2926, -0.8591, -0.6720], [7.1107, -2.5308, 0.2745], [5.8771, -1.3480, -1.4387], [1.2894, 0.2506, 0.9338], [6.8173, -2.1897, 1.9871], [-1.3060, -1.2060, -1.7917], [1.9331, -0.3275, -2.0652], [3.2582, 0.9324, 2.0448], [-0.6122, 1.3088, -2.5143], [-0.1631, 1.6712, 2.0114], [-0.1179, -0.1044, -3.4966], [-1.9749, 1.4198, 3.3088], [2.4882, 2.5374, 0.4057], [-4.1041, 1.9700, 0.0021], [3.0529, 2.4687, -1.2721], [1.8751, 1.2688, -2.8662], [-3.8051, -3.6814, -1.0085], [-4.7604, -3.1446, 1.2831], [5.7748, -3.3129, 1.1195], [-4.6814, 1.3852, 1.5981], [4.7743, -0.8909, 2.6543], [0.1944, 2.7778, 0.6683], [-3.2655, 0.2668, 2.9304], [-1.6186, -0.1017, 2.4318], [4.3546, 0.4687, -2.0542], [-3.3762, 0.3255, -1.7498]],
  "forces_ev_per_angstrom": [[-0.09, -0.01, 0.36], [0.08, 0.05, -0.42], [-0.29, 0.14, 0.00], [-0.11, 0.20, 0.19], [-0.01, 0.05, -0.25], [0.06, -0.05, -0.26], [-0.15, -0.19, -0.32], [-0.02, 0.09, 0.04], [-0.10, -0.02, -0.13], [0.30, -0.12, 0.36], [-0.13, 0.05, 0.10], [0.08, 0.43, 0.48], [0.10, -0.15, -0.14], [-0.06, -0.04, 0.00], [0.34, 0.27, -0.15], [0.03, -0.04, -0.01], [0.37, -0.33, -0.12], [-0.08, -0.05, 0.11], [-0.03, 0.06, 0.04], [0.04, 0.03, -0.06], [-0.01, 0.15, -0.30], [-0.22, -0.09, -0.22], [-0.07, 0.15, 0.35], [-0.05, -0.04, -0.03], [0.01, 0.04, 0.01], [-0.05, -0.18, 0.01], [0.01, -0.03, 0.01], [0.07, -0.05, -0.01], [0.07, -0.05, -0.06], [-0.21, -0.03, -0.16], [0.07, -0.04, 0.04], [0.04, 0.00, 0.14], [-0.03, 0.10, -0.11], [-0.07, 0.06, 0.07], [0.08, -0.09, -0.13], [0.00, 0.02, 0.05], [0.03, -0.02, 0.07], [-0.03, -0.05, 0.04], [0.06, 0.06, -0.03], [-0.06, -0.08, 0.16], [0.01, 0.04, 0.09], [0.02, -0.03, -0.01], [-0.05, -0.12, 0.08], [0.01, -0.15, -0.03], [0.04, -0.09, 0.02], [0.04, -0.05, -0.09], [0.03, -0.03, 0.11], [-0.05, -0.06, 0.06], [0.03, 0.02, 0.01], [-0.07, 0.04, 0.08], [-0.02, 0.04, -0.11], [0.03, 0.14, 0.05]],
  "lumo_energy_ev": 0.68,
  "molar_mass_g_mol": 367.45,
  "gap_ha": 0.3367,
  "energy_ev": -32692.0288,
  "e_above_lowest_ev": 1.6394,
  "total_charge": 0,
  "homo_energy_ev": -8.48
}